18
Properties=species:S:1:pos:R:3 method="wB97M-V/def2-TZVPD" e_tot_ev=-28537.1287 mol_weight_g_mol=160.178 de_lowest_kj_mol=153.8 homo_lumo_gap_ev=8.964 lumo_energy_ev=0.7509
C 1.506 0.876 1.181
P 1.530 -0.451 -0.239
C 2.807 0.314 -1.345
O 0.344 0.079 -1.201
C -1.167 -0.267 -0.522
C -1.657 -1.368 -0.006
C -2.895 -1.184 0.573
C -3.315 0.117 0.438
S -2.166 1.094 -0.461
H 0.632 1.072 1.903
H 1.716 1.781 0.596
H 2.279 0.519 1.792
H 3.550 0.752 -0.663
H 2.442 1.041 -1.978
H 3.244 -0.554 -1.963
H -1.261 -2.405 0.068
H -3.468 -2.002 0.950
H -4.118 0.586 0.878

***

60
Properties=species:S:1:pos:R:3 method="wB97M-V/def2-TZVPD" e_tot_ev=-100381.6119 mol_weight_g_mol=803.979 de_lowest_kj_mol=136.2 charge=+1 homo_lumo_gap_ev=7.615 lumo_energy_ev=-2.8601
Pb -1.823 -0.778 -0.988
C -3.941 -2.310 1.228
C -4.662 -1.189 0.821
C -4.965 -1.079 -0.569
C -4.617 -2.091 -1.451
C -3.960 -3.217 -0.994
C -3.583 -3.317 0.302
H -3.655 -2.421 2.276
H -4.962 -0.381 1.515
H -5.606 -0.293 -0.919
H -4.902 -2.055 -2.498
H -3.692 -3.992 -1.686
H -2.961 -4.155 0.656
S 0.495 -2.484 -1.216
C 0.920 -1.190 -2.312
N 0.066 -0.171 -2.399
C 0.571 0.887 -3.159
C -0.085 2.097 -3.367
C 0.555 3.089 -4.070
C 1.869 2.892 -4.536
C 2.470 1.670 -4.393
C 1.797 0.647 -3.735
S 2.288 -1.019 -3.412
H -1.099 2.216 -3.036
H 0.108 4.088 -4.189
H 2.468 3.646 -5.040
H 3.504 1.593 -4.778
O -2.286 0.691 1.071
S -2.386 2.065 0.489
O -3.662 2.702 0.566
O -1.735 2.022 -0.848
C -1.367 3.007 1.579
C -1.869 4.217 2.000
C -1.136 4.967 2.908
C 0.032 4.470 3.541
C 0.545 3.244 3.147
C -0.145 2.526 2.158
S 0.273 0.724 1.940
O -0.313 0.036 3.042
O 1.936 0.687 2.410
O 0.226 0.104 0.634
H -2.877 4.521 1.636
H -1.544 5.916 3.256
H 0.671 5.006 4.224
H 1.374 2.867 3.681
S 3.059 0.510 1.242
C 3.096 -1.238 1.090
N 2.456 -2.084 1.852
C 2.565 -3.531 1.640
C 3.950 -3.859 1.195
C 4.344 -3.079 -0.009
N 3.916 -1.660 0.134
H 1.850 -1.694 2.552
H 1.791 -3.749 0.922
H 2.355 -3.990 2.606
H 4.022 -4.915 0.954
H 4.618 -3.607 2.018
H 3.918 -3.462 -0.951
H 5.440 -3.037 -0.132
H 4.283 -1.062 -0.599

***

56
Properties=species:S:1:pos:R:3 method="wB97M-V/def2-TZVPD" e_tot_ev=-37521.1434 mol_weight_g_mol=368.376 de_lowest_kj_mol=1119.2 homo_lumo_gap_ev=8.748 lumo_energy_ev=-0.1335
C 2.567 1.496 -1.435
C 3.836 2.118 -0.945
O 3.485 2.648 0.255
C 2.420 2.001 0.743
O 2.020 2.203 1.857
O 1.961 1.184 -0.279
H 2.956 0.636 -1.980
H 2.096 2.267 -2.045
H 4.223 2.900 -1.599
H 4.597 1.350 -0.811
C -1.010 -2.632 -0.492
C 0.284 -3.431 -0.389
O -0.222 -4.728 -0.278
C -1.548 -4.650 0.321
O -2.135 -5.531 0.876
O -1.957 -3.427 0.255
H -1.322 -2.366 -1.502
H -0.939 -1.651 -0.022
H 0.746 -3.164 0.561
H 0.925 -3.192 -1.238
O -1.839 0.192 -1.363
H -1.790 0.960 -1.932
H -2.579 0.369 -0.783
O -1.649 0.938 1.107
H -1.365 0.791 2.010
H -2.263 1.671 1.165
O 0.169 0.243 -0.291
H 0.072 1.194 -0.233
H -0.715 -0.077 -0.472
C 0.104 2.217 -2.721
C -0.170 3.157 -1.575
O 0.256 4.442 -2.035
H -0.518 2.181 -3.616
H -0.008 1.227 -2.281
H 1.150 2.493 -2.859
H 0.425 2.982 -0.678
H -1.227 3.209 -1.315
H 0.788 4.883 -1.370
C 2.464 -0.691 2.196
C 2.104 -1.409 0.932
O 0.713 -1.624 0.870
H 2.583 -1.485 2.932
H 1.682 -0.103 2.676
H 3.265 0.047 2.156
H 2.686 -2.330 0.901
H 2.361 -0.937 -0.016
H 0.303 -0.932 0.346
C -3.920 -0.665 2.300
C -3.036 -1.331 1.260
O -2.913 -0.438 0.146
H -4.233 -1.416 3.026
H -4.908 -0.323 1.994
H -3.341 0.169 2.696
H -3.344 -2.344 0.998
H -2.024 -1.523 1.616
H -2.262 0.234 0.362

***

18
Properties=species:S:1:pos:R:3 method="wB97M-V/def2-TZVPD" e_tot_ev=-6861.3063 mol_weight_g_mol=86.158 de_lowest_kj_mol=217.3 charge=+1 homo_lumo_gap_ev=7.278 lumo_energy_ev=-5.6899
C 0.644 -0.913 -2.142
N 1.676 -1.105 -1.400
H 0.311 -1.718 -2.800
H 0.052 -0.005 -1.983
H 1.913 -0.443 -0.613
H 2.126 -2.012 -1.406
C -0.803 1.519 -0.078
C -0.680 0.322 0.818
C -1.602 -0.661 0.825
C 0.520 0.356 1.812
H -1.092 2.373 0.573
H -1.518 1.401 -0.878
H 0.153 1.812 -0.589
H -1.483 -1.559 1.465
H -2.575 -0.514 0.303
H 0.661 -0.619 2.229
H 0.292 1.086 2.612
H 1.403 0.678 1.250